(1)
A molecular structure, C21H13AuBI2N3O7 at a distorted geometry. Source: the Open Molecules 2025 dataset; level of theory: ωB97M-V with the def2-TZVPD basis set.

Values from the calculation:
Gap between HOMO and LUMO (alpha / beta), eV: 7.52 / 6.36
2S+1: 3

Last column: Mulliken charge in e.
Positions of all 48 atoms, in Å:
Au 0.4656 0.3255 0.0355  0.68
C 4.3172 2.0172 0.0734  -1.08
C 4.0184 0.5551 0.0411  0.04
N 2.8362 -0.0306 0.0421  -0.29
C 3.0474 -1.3924 0.0056  0.35
C 4.3821 -1.6294 -0.0184  0.33
N 4.9746 -0.3925 0.0047  -0.07
C 5.2622 -2.8249 -0.0570  0.54
O 4.6743 -3.9950 -0.0709  -0.55
O 6.4643 -2.6593 -0.0732  -0.65
C 1.9132 -2.3521 -0.0009  0.48
O 2.1710 -3.5705 -0.0239  -0.87
O 0.7529 -1.8484 0.0178  -0.53
H 3.4050 2.5951 0.2085  0.13
H 4.7899 2.3385 -0.8565  0.32
H 4.9898 2.2541 0.8993  0.39
H 5.9773 -0.2775 -0.0055  0.23
H 3.6562 -3.8761 -0.0512  0.47
I -3.6304 -3.3499 0.1303  0.20
C -4.0387 -1.3430 0.0644  -0.60
C -5.3463 -0.8922 0.0556  -0.41
C -5.6250 0.4663 0.0113  -0.19
I -7.6138 1.0156 0.0053  0.14
C -4.5773 1.4653 -0.0306  1.14
C -4.8087 2.8468 -0.0777  -0.51
C -3.7424 3.7107 -0.1251  -1.04
C -2.4473 3.1808 -0.1271  -0.08
N -2.2047 1.8830 -0.0794  -0.14
C -3.2435 1.0458 -0.0303  -0.17
C -2.9139 -0.4038 0.0297  0.38
O -1.7601 -0.7955 0.0484  -0.30
H -6.1554 -1.6075 0.0832  0.37
H -5.8234 3.2203 -0.0761  0.20
H -3.8920 4.7817 -0.1598  0.43
H -1.5804 3.8407 -0.1701  0.37
O 0.9833 3.0812 -1.1201  -0.30
B 0.8035 2.3065 0.0360  0.44
O 0.9356 3.1024 1.1834  -0.29
C 1.1986 4.3746 0.7134  0.90
C 1.4202 5.5180 1.4409  -0.97
C 1.6756 6.6831 0.7101  -0.57
C 1.7053 6.6703 -0.6819  -0.56
C 1.4812 5.4917 -1.4014  -1.01
C 1.2282 4.3619 -0.6633  0.92
H 1.3985 5.5104 2.5234  0.47
H 1.8571 7.6120 1.2385  0.39
H 1.9090 7.5896 -1.2188  0.39
H 1.5054 5.4640 -2.4836  0.47

(2)
A molecular structure, C21H13F5N3O2RuS2Se2Te2 at a distorted geometry. Source: the Open Molecules 2025 dataset; level of theory: ωB97M-V with the def2-TZVPD basis set.

Values from the calculation:
Net charge: -2
Relative energy (zero: lowest compared OMol25 entry of this formula, charge and spin), kJ/mol: 220.9
Gap between HOMO and LUMO (alpha / beta), eV: 4.92 / 4.59
2S+1: 2

Last column: Mulliken charge in e.
Positions of all 51 atoms, in Å:
Ru 0.1166 0.2332 -0.4041  1.33
O -2.8922 -1.7533 1.3920  -0.82
C -2.3041 -1.3313 0.3847  0.63
O -1.0693 -1.4998 0.1467  -0.62
C -3.1530 -0.5543 -0.6407  -0.14
C -4.4708 -0.2898 -0.2612  -0.56
C -5.3837 0.3100 -1.1148  -0.63
C -4.9724 0.6355 -2.4050  -0.40
C -3.6621 0.4147 -2.7913  -0.82
C -2.7019 -0.1424 -1.9237  0.76
S -1.0295 -0.2742 -2.5054  -0.58
H -4.7565 -0.5906 0.7392  0.48
H -6.3976 0.5124 -0.7870  0.37
H -5.6751 1.0690 -3.1100  0.34
H -3.3314 0.6941 -3.7847  0.40
N 1.2353 0.3544 3.7530  -0.29
C 2.6334 0.1438 3.8272  0.40
C 3.4201 0.8228 4.7433  -0.79
C 4.7878 0.5816 4.7800  -0.52
C 5.3668 -0.3038 3.8818  -0.65
C 4.5754 -0.9599 2.9455  -0.73
C 3.2034 -0.7626 2.9452  0.49
S 2.1190 -1.6228 1.8616  -0.20
N 1.0348 -0.3485 1.5329  0.49
C 0.6392 0.3625 2.5067  0.07
C -0.5713 1.2356 2.2915  1.05
C -1.1632 1.9751 3.2929  -0.89
C -2.2946 2.7260 3.0043  -0.79
C -2.7829 2.7141 1.7161  -1.12
C -2.1248 1.9563 0.7642  -0.77
N -1.0410 1.2264 1.0517  0.60
H 0.8889 1.0388 4.4024  0.17
H 2.9668 1.5387 5.4210  0.32
H 5.4021 1.1054 5.5017  0.35
H 6.4366 -0.4677 3.8909  0.36
H 5.0083 -1.6209 2.2058  0.50
H -0.7719 1.9687 4.3005  0.35
H -2.7768 3.3083 3.7787  0.40
H -3.6661 3.2721 1.4388  0.43
H -2.4525 1.9158 -0.2636  0.65
Se 1.9052 -0.8393 -1.4078  -0.14
Te 4.2911 -0.3097 -0.9364  -0.44
Te 4.0000 -2.5404 -4.3206  -0.49
Se 1.7659 -1.8725 -3.5045  -0.21
F 2.2905 2.3002 -0.6263  -0.29
C 0.9305 2.1254 -0.7688  0.85
F 0.4049 3.1260 0.1227  -0.36
C 0.6373 2.7971 -2.1332  0.29
F -0.6813 2.9027 -2.3635  -0.24
F 1.1217 4.0748 -2.1864  -0.33
F 1.1963 2.1369 -3.1429  -0.23

(3)
A molecular structure, C21H13F7NO2Sr at a distorted geometry. Source: the Open Molecules 2025 dataset; level of theory: ωB97M-V with the def2-TZVPD basis set.

Values from the calculation:
Net charge: -1
Relative energy (zero: lowest compared OMol25 entry of this formula, charge and spin), kJ/mol: 24.2
Gap between HOMO and LUMO, eV: 7.41

Last column: Mulliken charge in e.
Positions of all 45 atoms, in Å:
Sr 0.1469 0.7435 0.0208  1.80
C 4.8127 0.3284 -0.4632  -1.40
C 3.4166 -0.2441 -0.4782  0.91
O 2.4863 0.4978 -0.7789  -0.56
C 3.2099 -1.6659 -0.1358  0.38
C 4.3110 -2.5339 -0.2355  -0.43
C 4.2011 -3.8897 -0.0220  -0.90
C 2.9404 -4.3948 0.3244  -0.40
C 1.8468 -3.5765 0.4578  -0.63
C 1.9322 -2.1718 0.2506  0.35
O 0.8967 -1.4244 0.4210  -0.73
H 4.7441 1.4077 -0.5612  0.29
H 5.3933 -0.0699 -1.2997  0.38
H 5.3400 0.0543 0.4507  0.39
H 5.2758 -2.1265 -0.5089  0.26
H 5.0572 -4.5426 -0.1198  0.37
H 2.8176 -5.4584 0.5013  0.35
H 0.8850 -3.9756 0.7560  0.41
F -3.9312 5.1774 -0.1599  -0.36
C -3.7963 3.8210 -0.1338  0.33
C -2.5502 3.2538 -0.0414  -0.39
C -2.3796 1.8554 -0.0177  -0.82
C -3.5614 1.0722 -0.0798  0.79
C -4.7979 1.7141 -0.1801  0.17
F -5.9754 1.0115 -0.2773  -0.37
C -4.9600 3.0810 -0.2122  -0.71
C -3.4306 -0.4307 -0.0537  -0.01
C -4.5232 -1.3103 0.0321  -0.76
C -4.3291 -2.6751 0.0235  -0.40
C -3.0429 -3.1792 -0.0681  -0.67
C -2.0119 -2.2621 -0.1204  -0.02
N -2.1789 -0.9362 -0.1077  0.15
H -1.6921 3.9180 0.0276  0.50
H -5.9382 3.5304 -0.2949  0.46
H -5.5128 -0.8995 0.1078  0.50
H -5.1848 -3.3375 0.0905  0.39
H -2.8293 -4.2396 -0.0829  0.42
H -0.9759 -2.5810 -0.1511  0.12
F 0.8312 2.9813 -0.7263  -0.38
C 0.9580 3.6335 0.5847  -0.54
F 1.2268 2.4165 1.4291  -0.47
C 2.3739 4.1938 0.4773  1.01
F 2.7246 4.7517 1.6529  -0.29
F 3.3654 3.3250 0.1638  -0.21
F 2.4084 5.1568 -0.4614  -0.29

(4)
A molecular structure, C21H13NO4SV at a distorted geometry. Source: the Open Molecules 2025 dataset; level of theory: ωB97M-V with the def2-TZVPD basis set.

Values from the calculation:
Net charge: +1
Relative energy (zero: lowest compared OMol25 entry of this formula, charge and spin), kJ/mol: 0.0
Gap between HOMO and LUMO (alpha / beta), eV: 7.70 / 7.69
2S+1: 3

Last column: Mulliken charge in e.
Positions of all 41 atoms, in Å:
V -0.0561 0.1571 0.1064  -0.10
S -3.0912 -1.6999 -2.6905  -0.28
C -2.4667 -3.0836 -1.8406  1.14
C -2.8075 -4.4239 -1.9872  -0.73
C -2.1596 -5.3435 -1.1873  -0.53
C -1.1937 -4.9410 -0.2578  -0.70
C -0.8565 -3.6120 -0.1110  -0.66
C -1.5019 -2.6750 -0.9160  -0.24
N -1.2943 -1.3004 -0.9068  0.19
C -2.0571 -0.6731 -1.7788  0.82
C -1.9413 0.7709 -1.9577  1.09
C -2.7443 1.4875 -2.8427  -0.91
C -2.5491 2.8512 -2.9837  -0.74
C -1.5549 3.4926 -2.2547  -0.67
C -0.7461 2.7785 -1.3766  -0.16
C -0.9314 1.4130 -1.2203  -0.13
H -3.5544 -4.7357 -2.7041  0.43
H -2.4023 -6.3929 -1.2796  0.41
H -0.7050 -5.6854 0.3553  0.42
H -0.1104 -3.3069 0.6132  0.38
H -3.5161 0.9893 -3.4177  0.45
H -3.1686 3.4159 -3.6666  0.44
H -1.4068 4.5580 -2.3721  0.44
H 0.0215 3.2932 -0.8116  0.51
O 2.1299 -0.1281 -2.2144  -0.16
C 1.4304 -0.0513 -1.3457  0.51
O -1.7268 0.5022 1.3748  -0.36
C -1.8870 1.7642 1.9935  1.04
C -3.0812 2.4467 1.9665  -0.64
C -3.1226 3.7010 2.5650  -0.64
C -1.9894 4.2424 3.1522  -0.61
C -0.7945 3.5326 3.1681  -0.57
C -0.7457 2.2772 2.5906  0.40
C 0.4328 1.3544 2.5110  0.25
O 0.8067 0.6496 3.4035  -0.51
O 0.9200 1.2710 1.2557  -0.59
H -2.5644 0.0212 1.3194  0.30
H -3.9581 2.0242 1.4906  0.38
H -4.0499 4.2569 2.5647  0.42
H -2.0361 5.2216 3.6077  0.43
H 0.0882 3.9447 3.6376  0.49

(5)
A molecular structure, C21H14BeFN2O7. Source: the Open Molecules 2025 dataset; level of theory: ωB97M-V with the def2-TZVPD basis set.

Values from the calculation:
Net charge: -1
Relative energy (zero: lowest compared OMol25 entry of this formula, charge and spin), kJ/mol: 45.9
Gap between HOMO and LUMO, eV: 7.86

Last column: Mulliken charge in e.
Positions of all 46 atoms, in Å:
Be 2.2249 1.4413 0.0492  -0.31
O 4.0642 1.0131 -3.4026  -0.77
C 3.6186 1.1569 -2.2700  0.37
O 2.4546 1.4415 -1.8822  -0.55
C 4.5641 0.9549 -1.0861  0.34
C 5.9024 0.6076 -1.1316  -0.62
C 6.5730 0.4415 0.0722  -0.15
C 5.8997 0.6104 1.2741  -0.63
C 4.5598 0.9547 1.2302  0.40
N 3.9462 1.1246 0.0720  0.36
C 3.6145 1.1540 2.4236  0.32
O 4.0798 1.0164 3.5499  -0.78
O 2.4343 1.3884 2.0528  -0.57
H 6.3717 0.4712 -2.0934  0.50
H 7.6211 0.1706 0.0735  0.41
H 6.3686 0.4791 2.2367  0.50
C -4.6243 0.5890 -1.3878  -1.40
C -4.2075 0.4379 0.0714  -0.25
C -4.8786 -0.7329 0.7786  -1.07
C -4.4452 -2.0538 0.1596  -1.16
C -2.9436 -2.1345 0.0823  1.14
C -2.3036 -3.3523 0.0154  -0.70
C -0.9142 -3.4156 -0.0405  0.03
F -0.3395 -4.6410 -0.1028  -0.37
C -0.1347 -2.2953 -0.0225  -0.88
C -0.7627 -1.0456 0.0458  0.07
C 0.0649 0.1623 0.0708  2.01
O 1.2996 0.0397 0.0285  -0.62
C -0.6253 1.4060 0.1476  -0.10
C -1.9842 1.3955 0.1836  -0.33
N -2.7527 0.2889 0.1666  0.15
C -2.1598 -0.9619 0.0945  -0.59
C 0.0579 2.7658 0.1799  0.51
O -0.6573 3.7549 0.2496  -0.78
O 1.3230 2.7568 0.1179  -0.42
H -5.7083 0.6653 -1.4671  0.38
H -4.2907 -0.2614 -1.9811  0.37
H -4.1818 1.4862 -1.8181  0.39
H -4.4450 1.3598 0.6098  0.50
H -5.9614 -0.6122 0.7186  0.44
H -4.6009 -0.7130 1.8352  0.36
H -4.8743 -2.1573 -0.8419  0.34
H -4.8237 -2.8928 0.7474  0.45
H -2.8727 -4.2711 0.0160  0.52
H 0.9437 -2.3419 -0.0565  0.68
H -2.4949 2.3484 0.2307  0.53

(6)
A molecular structure, C21H14BrLiN6O7S. Source: the Open Molecules 2025 dataset; level of theory: ωB97M-V with the def2-TZVPD basis set.

Values from the calculation:
Relative energy (zero: lowest compared OMol25 entry of this formula, charge and spin), kJ/mol: 3.2
Gap between HOMO and LUMO, eV: 8.15

Last column: Mulliken charge in e.
Positions of all 51 atoms, in Å:
Li 1.5037 -0.6000 -0.2948  1.24
O -0.1186 4.2787 0.8664  -0.59
C 1.1403 4.6715 0.8492  0.36
O 1.5548 5.5577 1.5637  -0.65
C 2.0654 3.9772 -0.0877  0.76
C 3.3700 4.3872 -0.2517  -1.00
N 3.9525 3.4933 -1.0628  0.04
N 3.1297 2.5069 -1.4345  -0.55
C 1.9698 2.7901 -0.8602  0.37
C 0.8224 1.8240 -1.0116  0.85
O -0.2818 2.1614 -0.5399  -0.82
O 1.0708 0.7266 -1.5645  -0.84
H -0.2591 3.4812 0.2514  0.48
H 3.8798 5.2397 0.1638  0.52
H 4.9130 3.4631 -1.3602  0.20
Br -0.5559 0.2251 2.4807  -0.10
C 1.1827 0.9514 2.3476  0.10
C 1.5346 2.0189 3.1639  -0.50
C 2.8309 2.4881 3.0825  -0.38
C 3.7127 1.8974 2.1874  -0.55
C 3.2439 0.8728 1.3912  0.81
N 1.9945 0.3907 1.4747  -0.35
C 4.1368 0.3083 0.3152  0.29
O 5.2881 0.6472 0.1941  -0.65
O 3.5249 -0.5444 -0.4978  -0.59
H 0.8055 2.4662 3.8221  0.44
H 3.1387 3.3284 3.6894  0.43
H 4.7350 2.2261 2.0732  0.51
O 3.2900 -0.5916 -2.8265  -0.08
N 3.9760 -0.0843 -2.1310  0.49
S -3.4863 -4.7750 -0.0412  -0.22
C -2.1092 -3.6880 -0.1878  1.22
C -0.9024 -4.1225 0.3602  -0.86
C 0.2028 -3.3040 0.2639  -0.46
N 0.1852 -2.1091 -0.3325  -0.52
C -0.9727 -1.7008 -0.8590  -0.70
C -2.1361 -2.4497 -0.8161  -0.51
C -4.7988 -3.8224 -0.7642  0.01
C -5.4758 -2.8620 -0.0260  -0.04
C -6.5105 -2.1699 -0.6377  -0.32
N -6.8998 -2.3834 -1.8927  -0.60
C -6.2480 -3.3120 -2.5856  -0.34
C -5.1927 -4.0549 -2.0730  -0.03
H -0.8293 -5.0779 0.8627  0.39
H 1.1484 -3.6141 0.6929  0.44
H -0.9604 -0.7204 -1.3230  0.39
H -3.0389 -2.0574 -1.2610  0.36
H -5.2023 -2.6563 1.0002  0.41
H -7.0543 -1.4099 -0.0886  0.37
H -6.5802 -3.4734 -3.6048  0.36
H -4.6898 -4.7954 -2.6798  0.40

(7)
A molecular structure, C21H14Cl3N4O9STa. Source: the Open Molecules 2025 dataset; level of theory: ωB97M-V with the def2-TZVPD basis set.

Values from the calculation:
Gap between HOMO and LUMO, eV: 7.82

Last column: Mulliken charge in e.
Positions of all 53 atoms, in Å:
Ta 0.6098 0.0260 0.5421  0.52
C -0.5827 3.5818 -0.6029  -1.21
C -1.4568 2.6254 0.1194  0.24
N -1.1401 1.4432 0.6260  -0.11
C -2.2726 0.9215 1.1780  0.24
C -3.3035 1.7885 1.0318  0.17
N -2.7637 2.8578 0.3625  -0.03
C -4.7331 1.7456 1.4104  0.41
O -5.1343 0.6519 2.0285  -0.54
O -5.4566 2.6731 1.1428  -0.61
C -2.1283 -0.4275 1.7640  0.83
O -3.0741 -1.0243 2.2458  -0.84
O -0.9023 -0.8390 1.6696  -0.47
H 0.2791 3.0659 -1.0129  0.17
H -0.2176 4.3523 0.0774  0.26
H -1.1380 4.0551 -1.4129  0.45
H -3.2933 3.6794 0.1098  0.24
H -4.4040 -0.0099 2.1630  0.42
Cl 2.7412 -0.0729 -1.1306  -0.11
C 3.4397 1.4670 -0.6773  1.58
C 4.6207 1.9221 -1.2135  -0.87
C 5.0901 3.1537 -0.7753  -0.37
C 4.3794 3.8801 0.1682  -0.63
C 3.1925 3.3879 0.6859  0.51
Cl 2.3231 4.3015 1.8685  -0.20
C 2.6815 2.1491 0.2818  -0.58
N 1.5307 1.5789 0.7269  0.25
H 5.1605 1.3333 -1.9424  0.47
H 6.0180 3.5469 -1.1677  0.39
H 4.7442 4.8372 0.5156  0.43
O 1.2036 -4.3257 -1.2801  -0.63
S 0.2386 -3.6112 -0.5090  0.97
O 0.0218 -3.9277 0.8648  -0.58
N 0.5049 -1.9630 -0.6773  -0.40
C -0.4678 -1.3856 -1.3531  1.20
O -0.4581 -0.1082 -1.3632  -0.85
C -1.5543 -2.2698 -1.8101  0.11
C -2.7234 -1.9531 -2.4816  -0.60
C -3.6293 -2.9778 -2.7107  -0.61
C -3.3700 -4.2752 -2.2757  -0.48
C -2.1990 -4.5893 -1.5961  -0.70
C -1.3094 -3.5600 -1.3750  0.09
H -2.9180 -0.9399 -2.8072  0.54
H -4.5554 -2.7687 -3.2295  0.40
H -4.1001 -5.0512 -2.4647  0.41
H -1.9990 -5.5934 -1.2474  0.47
Cl 3.6410 -3.3485 0.9627  -0.17
C 3.4202 -2.4541 2.4896  -0.40
C 2.9961 -1.0430 2.1175  0.66
O 3.7472 -0.1082 2.0688  -0.55
O 1.7007 -1.0027 1.8151  -0.51
H 4.3614 -2.4411 3.0279  0.38
H 2.6386 -2.9541 3.0517  0.25

(8)
A molecular structure, C21H14ClHfNO4S2. Source: the Open Molecules 2025 dataset; level of theory: ωB97M-V with the def2-TZVPD basis set.

Values from the calculation:
Gap between HOMO and LUMO, eV: 7.33

Last column: Mulliken charge in e.
Positions of all 44 atoms, in Å:
Hf -0.1042 -0.2536 0.3239  0.99
C -4.3058 0.4529 -1.3344  -0.77
C -4.1252 0.2439 -2.6932  -0.69
C -2.8474 0.0647 -3.1963  -0.91
C -1.7495 0.1023 -2.3388  0.72
C -1.9096 0.2614 -0.9512  0.10
C -3.2102 0.4460 -0.4801  -0.20
C -0.3730 -0.0807 -2.8462  1.69
C -0.0810 -0.0447 -4.2290  -1.06
C 1.1928 -0.2212 -4.6603  -0.88
C 2.2317 -0.4367 -3.7308  1.07
C 3.5706 -0.6325 -4.1348  -0.90
C 4.5491 -0.8336 -3.2064  -0.58
C 4.2167 -0.8417 -1.8378  -1.03
C 2.9293 -0.6510 -1.4219  -0.17
C 1.8953 -0.4441 -2.3607  0.45
N 0.5913 -0.2587 -1.9450  -0.04
H -5.3026 0.6009 -0.9381  0.40
H -4.9769 0.2149 -3.3600  0.39
H -2.7264 -0.1140 -4.2564  0.28
H -3.3870 0.5821 0.5804  0.25
H -0.8742 0.1376 -4.9362  0.32
H 1.4265 -0.1935 -5.7181  0.42
H 3.8001 -0.6221 -5.1932  0.39
H 5.5748 -0.9853 -3.5140  0.39
H 4.9929 -1.0037 -1.1017  0.46
H 2.7078 -0.6574 -0.3668  0.32
S 1.4049 1.5424 1.0062  -0.47
C 1.4023 0.6732 2.5642  0.45
C 2.6295 0.5296 3.2254  -0.44
C 2.7188 -0.1414 4.4245  -0.60
C 1.5799 -0.7204 4.9835  -0.55
C 0.3703 -0.6165 4.3348  -0.74
C 0.2495 0.0914 3.1307  0.60
S -1.3607 0.1766 2.3785  -0.55
H 3.5112 0.9669 2.7754  0.43
H 3.6748 -0.2233 4.9246  0.38
H 1.6450 -1.2565 5.9211  0.37
H -0.5177 -1.0769 4.7473  0.42
O 1.2474 -3.6491 -0.7771  -0.56
Cl 0.5062 -3.1446 0.3185  1.79
O 0.2126 -4.1147 1.2957  -0.60
O -0.7190 -2.4737 -0.1560  -0.73
O 1.2434 -2.0032 0.9376  -0.62